*P*
Here is a cluster of 21 separate species, H41O21 in total from the Open Molecules 2025 dataset. Energies are from ωB97M-V with the def2-TZVPD basis set.

As for the HOMO-LUMO gap: 8.0 eV. As for the net charge: -1. The HOMO energy comes out at -6.3 eV.

Each line ends with the natural charge from an NBO analysis.
Cartesian coordinates (Å):
O -2.03137 1.75955 -2.93324  -0.97
H -2.66679 2.44775 -3.00468  0.47
H -1.14951 2.16769 -2.91649  0.47
O 1.66749 4.53091 -1.55428  -0.95
H 1.07512 -3.75559 2.64508  0.53
H 1.17255 4.16250 -0.83849  0.48
O 0.00154 -4.30617 -3.14823  -0.96
H -0.59753 -2.39227 0.08409  0.51
H -0.55114 -3.57114 -2.94081  0.48
O -0.22934 -3.38247 -0.25434  -1.12
H -0.01875 -4.85194 -2.36060  0.48
H 0.77258 2.61058 -3.84717  0.47
O -0.13752 1.00149 0.54080  -1.04
H -0.50617 0.08413 0.41913  0.52
H -0.37724 1.59346 -0.15854  0.47
O -2.32262 -0.06858 -1.20948  -1.01
H -1.98231 -0.57871 -0.37721  0.51
H -2.83748 -0.79209 -1.64233  0.47
O -1.13714 -1.45745 0.83686  -1.19
H 2.44715 1.66107 -0.77386  0.50
H 1.35950 4.07284 -2.33234  0.47
O 3.06936 1.11951 -1.38298  -0.97
H 0.08845 -3.89461 0.48325  0.47
H 2.83622 1.32796 -2.29994  0.47
O -0.58082 -1.09287 -3.92140  -0.97
H -1.10308 -0.58177 -4.56041  0.47
H -0.83612 -0.86702 -3.01681  0.50
O 0.63893 2.26247 -2.98071  -0.95
H -1.47885 -1.45674 1.70852  0.45
H 0.37875 1.36755 -3.23961  0.50
O 2.04052 0.32065 2.08859  -0.99
H 4.91122 1.69603 0.83433  0.47
H 1.06223 0.29508 2.01372  0.48
O -0.87282 1.42635 3.30285  -0.96
H -0.84545 0.46873 3.33307  0.47
H -0.18515 1.65457 2.63154  0.49
O 1.43290 2.93220 2.47434  -0.99
H 1.24215 3.33529 3.39142  0.50
H 2.30195 3.24025 2.15667  0.50
O 3.36454 -1.49010 0.05690  -1.01
H 3.47560 -0.86158 -0.73172  0.50
H 2.39945 -1.82135 -0.07774  0.50
O -4.03381 -0.36880 1.79232  -0.94
H -3.13149 -0.52273 1.50609  0.47
H -4.19929 0.43555 1.25169  0.47
O 4.03669 1.44775 1.09230  -0.98
H 3.99920 0.49395 1.22944  0.51
O -2.34312 -4.79473 1.84677  -0.99
H -2.48747 -4.40280 0.97670  0.49
H -1.40651 -4.89906 2.04976  0.49
O -0.99712 4.44569 0.78841  -0.93
H -0.55332 4.73064 1.65921  0.46
H -0.77039 3.54897 1.00169  0.47
O 2.37949 -2.33251 2.57080  -1.00
H 3.11879 -2.67510 2.09697  0.48
H 2.31684 -1.38601 2.32930  0.52
O -4.57907 0.98964 -1.74712  -0.99
H -4.52450 0.71510 -2.65240  0.46
H -3.74333 0.77458 -1.29276  0.50
O 0.18237 -4.13149 2.48705  -1.01
H -0.54985 -3.62048 2.84473  0.49
H 1.99493 1.23571 1.67128  0.51

*Q*
Here is a cluster of 21 separate species, H41O21 in total from the Open Molecules 2025 dataset. Energies are from ωB97M-V with the def2-TZVPD basis set.

As for the HOMO-LUMO gap: 9.5 eV. As for the net charge: -1. The HOMO energy comes out at -7.6 eV.

Each line ends with the natural charge from an NBO analysis.
Cartesian coordinates (Å):
O 3.41774 2.42840 3.16487  -0.98
H 2.50915 2.73811 3.16749  0.48
H 3.64095 1.95237 2.36090  0.49
O -2.03437 1.71931 -0.12225  -1.03
H 2.57853 0.35099 2.72689  0.48
H -2.18041 0.77615 0.21633  0.50
O 0.07001 -5.10736 0.83848  -0.99
H -0.87775 2.44094 -4.51442  0.46
H -0.03994 -4.15267 0.51769  0.49
O -1.38241 1.62564 -4.42063  -0.94
H -1.98123 -1.91129 -3.98021  0.47
H -0.03645 -0.56282 -1.04569  0.51
O 0.37237 -0.65073 -1.95592  -1.00
H -0.12320 -0.06502 -2.53452  0.48
H -3.22904 -1.63044 -1.10254  0.51
O 1.33163 4.46310 0.86691  -0.97
H -0.38717 3.07465 2.11905  0.46
H 1.69484 3.59207 0.71400  0.48
O -0.22664 2.60188 2.94501  -0.96
H 1.01114 -5.26171 0.69574  0.45
H -2.89074 2.14913 -0.06841  0.46
O 3.85474 -2.43286 0.27177  -0.95
H -1.57082 1.59605 -3.47473  0.48
H 0.50390 4.66269 0.42396  0.49
O 3.77547 -0.03301 -1.84487  -1.01
H 2.93106 -2.68178 0.39920  0.46
H -1.83264 -2.38347 -2.47377  0.50
O -3.59956 -2.48778 -0.88855  -0.96
H -0.93960 1.91317 2.79423  0.49
H 0.01899 1.20534 0.55336  0.48
O 0.68835 -2.54081 2.13080  -0.94
H 1.02688 -2.55924 -4.01082  0.46
H 0.69752 -1.60054 2.35768  0.47
O -0.96529 -2.91883 0.00923  -1.00
H -1.40384 -2.09478 0.45613  0.52
H -1.61204 -3.59276 0.23857  0.46
O -2.13423 -1.65728 -3.06824  -0.98
H 2.83566 -0.03990 -2.03361  0.51
H 4.40082 0.44536 -2.39032  0.49
O -2.29938 -0.75650 0.55928  -1.20
H -0.82716 -0.00993 0.33160  0.48
H -2.34447 -0.52995 1.49650  0.45
O -1.82679 4.59150 -0.50209  -0.98
H -5.03913 -0.79259 0.54905  0.47
H -2.05237 3.85457 0.07429  0.50
O 1.77751 -2.15832 -3.57247  -0.99
H -3.29075 -2.90142 -0.09643  0.46
O 0.17476 0.26387 0.41754  -1.00
H -1.37946 4.37960 -1.32147  0.48
H 1.48351 -1.55042 -2.87098  0.50
O -2.87308 2.14569 2.33862  -0.95
H 5.32416 0.66280 -0.23017  0.47
H -3.43193 1.38282 2.09719  0.48
O 5.26597 1.41106 0.37378  -0.95
H -3.81008 -1.50836 1.11766  0.50
H 4.30257 1.39016 0.52669  0.48
O -4.70033 -1.16329 1.37693  -0.99
H 3.71694 -1.79227 -0.47065  0.49
H -3.67134 2.67682 2.51645  0.47
O 3.04348 0.15602 1.89322  -0.97
H 3.57743 -0.60980 2.15661  0.49
H 0.96754 -2.51231 1.20006  0.46

Energies, relative to the best one, in kJ/mol: *P* 0.0; *Q* 28.7.

*P*
Here is a structure of composition C49H33CdClF5N4O2S2 from the Open Molecules 2025 dataset. Energies are from ωB97M-V with the def2-TZVPD basis set.

As for the HOMO-LUMO gap: 6.0 eV. As for the net charge: -1. The HOMO energy comes out at -4.0 eV.

Each line ends with the Mulliken charge.
Cartesian coordinates (Å):
Cd 0.38288 -0.66749 -0.75751  1.25
C 4.96860 1.11278 -1.12595  -0.37
O 4.94664 -0.22345 -0.57493  -0.52
C 3.65912 -0.43048 -0.19703  -0.07
N 2.81367 0.46651 -0.44794  0.66
C 3.47694 1.52580 -1.19421  -0.34
C 3.11443 2.94790 -0.79630  -0.13
C 4.06102 3.84608 -0.48316  -0.74
C 3.78263 5.25331 -0.22842  -1.01
C 2.57049 5.76785 -0.44584  -1.51
C 1.49014 4.94444 -1.00679  -0.34
C 1.71694 3.41662 -1.08332  2.18
C 3.30172 -1.72197 0.42622  -0.61
C 4.15571 -2.81452 0.42395  -0.62
C 3.67527 -4.01589 0.91440  -0.71
C 2.38867 -4.07691 1.42366  -0.74
C 1.62484 -2.91722 1.43223  0.12
N 2.06506 -1.77160 0.91501  0.83
C 0.30624 -2.86166 2.10617  -0.41
N -0.38685 -1.81207 2.23807  0.37
C -1.41934 -2.13537 3.23785  0.22
C -1.37338 -3.66780 3.31765  -0.72
O -0.08071 -3.97943 2.75643  -0.40
C -2.76723 -1.49284 3.01698  -0.26
C -2.82192 -0.17846 2.55883  0.02
C -4.02924 0.49981 2.50088  -0.60
C -5.19927 -0.12843 2.90957  -0.49
C -5.15390 -1.44237 3.34799  -0.72
C -3.94399 -2.12371 3.39974  -0.38
H 5.43728 1.07455 -2.10664  0.21
H 5.56389 1.73162 -0.45834  0.46
H 3.12068 1.43295 -2.22744  0.42
H 5.09318 3.53753 -0.37905  0.30
H 4.57754 5.86529 0.18365  0.37
H 2.33348 6.78465 -0.15099  0.40
H 0.49062 5.26031 -0.73453  0.81
H -0.37304 3.30091 -0.93979  1.52
H 5.15424 -2.72085 0.01721  0.56
H 4.29821 -4.90090 0.89754  0.42
H 1.97534 -4.99570 1.81821  0.56
H -1.05144 -1.70607 4.17956  0.35
H -2.14266 -4.13753 2.70335  0.50
H -1.39735 -4.05651 4.33356  0.27
H -1.90451 0.30109 2.24649  0.42
H -4.05472 1.51961 2.13552  0.44
H -6.14685 0.39544 2.86238  0.38
H -6.06722 -1.94534 3.64471  0.37
H -3.92420 -3.14719 3.75951  0.34
F -7.18589 -0.68363 -1.70515  -0.35
C -6.05498 -1.34291 -1.40938  0.55
C -4.82692 -0.72748 -1.52782  -0.19
F -4.77147 0.53290 -1.97837  -0.37
C -3.67380 -1.40136 -1.18891  -0.79
F -2.52613 -0.73053 -1.34354  0.02
C -3.65702 -2.72511 -0.72446  0.98
S -2.21405 -3.56396 -0.33952  -0.45
C -4.93350 -3.29752 -0.60305  0.15
F -5.05578 -4.54814 -0.14002  -0.40
C -6.09743 -2.63640 -0.93557  0.28
F -7.28801 -3.24208 -0.78633  -0.35
S -0.19311 3.92430 1.69354  -0.45
C 0.23446 3.16260 3.18566  1.13
C 0.10167 3.63290 4.48902  -0.74
C 0.54835 2.82819 5.52077  -0.47
C 1.12606 1.58171 5.25657  -0.70
C 1.25837 1.11723 3.96176  -0.29
C 0.79646 1.90650 2.90880  -0.89
N 0.85575 1.57402 1.56304  0.32
C 0.42396 2.51081 0.80847  -0.92
C 0.45082 2.61804 -0.69924  0.00
C 1.59338 4.23720 -2.33713  0.35
C 0.42245 4.08136 -3.23806  -1.43
C -0.22994 2.94152 -3.48805  -0.62
C -0.08854 1.62711 -2.84409  0.64
C 0.21007 1.37249 -1.55810  -1.40
H -0.33692 4.60352 4.68505  0.40
H 0.46094 3.17276 6.54443  0.38
H 1.47615 0.97427 6.08320  0.41
H 1.70366 0.15793 3.73511  0.37
H 2.52799 4.41954 -2.85996  0.47
H 0.17177 4.96243 -3.82422  0.34
H -0.98053 2.97456 -4.27554  0.39
H -0.34620 0.79151 -3.49246  0.49
Cl 3.13989 -1.09943 -3.78587  -0.27
C 1.57727 -1.70263 -4.29567  1.03
C 1.23979 -1.54839 -5.63057  -0.72
C 0.01504 -2.00609 -6.08800  -0.35
C -0.85267 -2.61361 -5.18591  -0.81
C -0.49642 -2.77652 -3.86113  -0.14
C 0.74140 -2.33107 -3.35236  0.01
C 1.07782 -2.52041 -1.94281  -2.54
H 1.93975 -1.07257 -6.30638  0.39
H -0.25086 -1.89598 -7.13221  0.36
H -1.81972 -2.96893 -5.52509  0.38
H -1.18169 -3.24501 -3.16052  0.36
H 0.51688 -3.33067 -1.48759  0.64
H 2.14380 -2.60833 -1.75150  0.75

*Q*
Here is a structure of composition C49H33CdClF5N4O2S2 from the Open Molecules 2025 dataset. Energies are from ωB97M-V with the def2-TZVPD basis set.

As for the HOMO-LUMO gap: 5.9 eV. As for the net charge: -1. The HOMO energy comes out at -4.0 eV.

Each line ends with the Mulliken charge.
Cartesian coordinates (Å):
Cd 0.35909 -0.68832 -0.81337  1.23
C 4.90676 1.15763 -1.17081  -0.40
O 4.90319 -0.18036 -0.64419  -0.53
C 3.62196 -0.41242 -0.25934  -0.02
N 2.76502 0.48124 -0.49783  0.72
C 3.40704 1.55743 -1.22516  -0.41
C 3.01510 2.95868 -0.79004  -0.14
C 3.93415 3.87396 -0.43878  -0.76
C 3.60863 5.25032 -0.11960  -1.00
C 2.38003 5.73728 -0.32067  -1.48
C 1.33576 4.90999 -0.92820  -0.20
C 1.61242 3.39664 -1.06719  2.03
C 3.27250 -1.69708 0.36111  -0.80
C 4.10851 -2.80643 0.35510  -0.54
C 3.61486 -3.99828 0.86438  -0.77
C 2.33751 -4.03077 1.40562  -0.67
C 1.60127 -2.85246 1.41899  0.24
N 2.04733 -1.72834 0.87022  0.77
C 0.32084 -2.71032 2.13155  -0.46
N -0.26395 -1.59442 2.27050  0.53
C -1.27872 -1.78057 3.31120  0.46
C -1.36819 -3.31290 3.43904  -0.62
O -0.13922 -3.76250 2.83907  -0.39
C -2.54769 -0.99614 3.09766  -0.38
C -2.43902 0.30741 2.61959  0.75
C -3.55061 1.12952 2.55066  -0.40
C -4.78809 0.65510 2.96337  -0.74
C -4.90629 -0.64820 3.41988  -0.67
C -3.79064 -1.47178 3.49329  -0.78
H 5.36998 1.14408 -2.15575  0.21
H 5.49905 1.77142 -0.49237  0.47
H 3.04914 1.48374 -2.26110  0.39
H 4.97436 3.59676 -0.33367  0.30
H 4.38222 5.86511 0.32412  0.38
H 2.10520 6.72929 0.01789  0.40
H 0.32451 5.18499 -0.65178  0.73
H -0.47900 3.22732 -0.94290  1.68
H 5.10097 -2.73411 -0.06687  0.57
H 4.22235 -4.89304 0.84568  0.43
H 1.91893 -4.93494 1.82404  0.59
H -0.83878 -1.35838 4.22866  0.23
H -2.20640 -3.72658 2.87483  0.44
H -1.38681 -3.66435 4.46929  0.25
H -1.46581 0.66416 2.30712  -0.20
H -3.44890 2.14040 2.17555  0.46
H -5.66243 1.29157 2.90941  0.37
H -5.87457 -1.02794 3.72258  0.38
H -3.89623 -2.48080 3.87460  0.39
F -7.22052 -0.90371 -1.36639  -0.34
C -6.04696 -1.54332 -1.21268  0.51
C -4.84736 -0.87618 -1.38114  -0.19
F -4.86425 0.41726 -1.73761  -0.36
C -3.65143 -1.52988 -1.18538  -0.66
F -2.52811 -0.80855 -1.35777  0.05
C -3.56303 -2.88707 -0.82348  0.83
S -2.08322 -3.70202 -0.63181  -0.45
C -4.81021 -3.51564 -0.64486  0.18
F -4.85313 -4.80441 -0.27112  -0.37
C -6.01364 -2.87224 -0.83399  0.23
F -7.16950 -3.53358 -0.63883  -0.34
S -0.36028 3.62317 1.75531  -0.43
C 0.00663 2.69178 3.16866  1.50
C -0.19355 3.00453 4.50770  -0.68
C 0.20944 2.08488 5.45841  -0.63
C 0.80475 0.87870 5.08029  -0.62
C 1.01057 0.57047 3.75017  -0.26
C 0.60099 1.47774 2.77559  -1.41
N 0.73535 1.31387 1.41406  0.46
C 0.31456 2.31676 0.74873  -0.69
C 0.36333 2.55358 -0.73382  0.23
C 1.47965 4.26535 -2.28837  0.23
C 0.32739 4.10565 -3.21084  -1.35
C -0.28648 2.95629 -3.51471  -0.64
C -0.12112 1.62699 -2.91752  0.45
C 0.16837 1.34203 -1.63728  -1.64
H -0.64967 3.94391 4.79176  0.43
H 0.07190 2.30746 6.50897  0.37
H 1.11482 0.17991 5.84729  0.46
H 1.47464 -0.35298 3.43593  0.27
H 2.41296 4.50042 -2.79313  0.46
H 0.05952 5.00266 -3.76431  0.35
H -1.02918 2.99553 -4.30893  0.37
H -0.35375 0.80894 -3.59615  0.56
Cl 3.12951 -0.95346 -3.69012  -0.27
C 1.67399 -1.69924 -4.29702  1.05
C 1.40369 -1.58459 -5.64844  -0.75
C 0.24016 -2.13402 -6.16258  -0.35
C -0.63998 -2.77693 -5.29831  -0.83
C -0.35055 -2.89829 -3.95523  -0.21
C 0.83257 -2.37623 -3.39154  0.06
C 1.12757 -2.54528 -1.98048  -2.45
H 2.10311 -1.06882 -6.29356  0.39
H 0.02846 -2.06084 -7.22159  0.37
H -1.56105 -3.19725 -5.68468  0.38
H -1.04008 -3.40282 -3.28761  0.30
H 0.58546 -3.37024 -1.52971  0.66
H 2.19035 -2.59289 -1.75729  0.71

Energies, relative to the best one, in kJ/mol: *P* 0.0; *Q* 17.4.